Here is a 2-piece molecular cluster, C2H4IOP overall at a distorted geometry from the OMol25 dataset. Energies are from wB97M-V/def2-TZVPD.

XYZ file:
```
9
Properties=species:S:1:pos:R:3:mulliken_charge:R:1
C 1.295 -0.022 0.630 0.276
C 0.366 0.940 0.959 -0.526
O 2.422 -0.396 0.502 -0.366
P -0.631 -1.440 -1.733 -0.071
I -2.592 0.030 -1.527 -0.057
H 0.724 1.849 1.539 0.278
H 0.038 1.078 -0.037 0.112
H -0.402 0.645 1.649 0.292
H -1.220 -2.684 -1.982 0.063
```

The LUMO energy (alpha / beta) comes out at -0.10 / -1.47 eV. As for the charge: 0. The value obtained for the frontier orbital gap (alpha / beta) is 8.24 / 5.44 eV. As for the highest occupied orbital energy (alpha / beta): -0.30644 / -0.25427 Ha. As for the total energy: -792.76766 Ha. The value obtained for the energy above the lowest of the compared OMol25 structures with the same formula, charge and spin is 249.2 kJ/mol.

Here is a 2-piece molecular cluster, C3H8O overall from the OMol25 dataset. Energies are from wB97M-V/def2-TZVPD.

XYZ file:
```
12
Properties=species:S:1:pos:R:3:mulliken_charge:R:1
C -1.745 0.167 -0.468 -0.882
C 0.429 -1.288 1.215 -0.373
O 0.948 -0.110 1.410 -0.182
C 1.724 0.412 0.327 -0.560
H -1.569 0.481 -1.500 0.268
H -2.755 -0.236 -0.370 0.302
H -1.612 1.015 0.211 0.242
H -1.022 -0.626 -0.217 0.127
H -0.218 -1.408 2.116 0.193
H 1.956 -0.386 -0.377 0.359
H 1.122 1.181 -0.158 0.239
H 2.627 0.857 0.739 0.267
```

The LUMO energy comes out at 0.84 eV. As for the charge: 0. The value obtained for the frontier orbital gap is 9.51 eV. As for the highest occupied orbital energy: -0.31849 Ha. As for the total energy: -194.21062 Ha. The value obtained for the energy above the lowest of the compared OMol25 structures with the same formula, charge and spin is 329.0 kJ/mol.

Here is a 2-piece molecular cluster, C3H10N2O overall at a distorted geometry from the OMol25 dataset. Energies are from wB97M-V/def2-TZVPD.

XYZ file:
```
16
Properties=species:S:1:pos:R:3:mulliken_charge:R:1
N 2.400 2.472 0.520 -0.394
C 2.869 1.183 0.412 0.110
O 2.346 0.352 -0.288 -0.556
H 1.426 2.540 0.262 0.245
H 2.715 2.990 1.325 0.246
H 3.807 1.001 0.960 0.309
C -2.581 -1.401 -0.609 -1.116
C -1.447 -0.464 -0.196 -0.169
N -0.265 -1.178 0.274 -0.579
H -2.142 -2.215 -1.189 0.328
H -3.380 -0.850 -1.101 0.324
H -3.038 -1.877 0.266 0.276
H -1.806 0.173 0.619 0.241
H -1.232 0.136 -1.065 0.248
H 0.558 -0.732 -0.123 0.267
H -0.230 -2.132 -0.067 0.219
```

The LUMO energy comes out at 0.91 eV. The structure (SMILES) is NC=O.CCN. As for the charge: 0. The value obtained for the frontier orbital gap is 9.70 eV. As for the highest occupied orbital energy: -0.32310 Ha. As for the total energy: -305.05129 Ha. The value obtained for the energy above the lowest of the compared OMol25 structures with the same formula, charge and spin is 61.3 kJ/mol.

Here is a 2-piece molecular cluster, C2H7OPS overall at a distorted geometry from the OMol25 dataset. Energies are from wB97M-V/def2-TZVPD.

XYZ file:
```
12
Properties=species:S:1:pos:R:3:mulliken_charge:R:1
C 1.465 1.290 0.412 -0.665
C -0.297 -0.103 0.758 -0.298
O -1.277 0.507 -0.015 -0.169
P -2.797 -0.035 -0.216 -0.038
S 0.205 -1.650 0.067 -0.151
H 1.588 0.716 -0.529 0.205
H 1.057 2.314 0.421 0.284
H 2.176 1.036 1.234 0.269
H -0.559 -0.001 1.875 0.363
H -3.238 -0.002 1.163 0.024
H -3.264 1.260 -0.375 0.035
H 0.266 -1.138 -1.253 0.140
```

The LUMO energy (alpha / beta) comes out at 0.67 / 0.67 eV. As for the charge: 0. The value obtained for the frontier orbital gap (alpha / beta) is 8.94 / 8.94 eV. As for the highest occupied orbital energy (alpha / beta): -0.30394 / -0.30396 Ha. As for the total energy: -895.04397 Ha. The value obtained for the energy above the lowest of the compared OMol25 structures with the same formula, charge and spin is 451.8 kJ/mol.

Here is C28H20FeN5O4Se as an isolated structure at a distorted geometry from the OMol25 dataset. Energies are from wB97M-V/def2-TZVPD.

XYZ file:
```
59
Properties=species:S:1:pos:R:3:mulliken_charge:R:1
Fe -0.118 0.227 0.134 -0.456
O -2.250 4.134 1.501 -0.787
C -1.779 3.992 2.761 0.524
C -1.938 5.068 3.634 -0.755
C -1.477 4.978 4.933 -0.262
C -0.856 3.818 5.390 -0.801
C -0.713 2.749 4.526 -0.567
C -1.169 2.815 3.211 0.377
C -1.003 1.649 2.305 0.918
O -1.057 1.856 1.037 -0.961
N -0.858 0.453 2.869 -1.215
N -0.749 -0.420 1.826 1.244
C -1.087 -1.653 1.909 -0.574
C -1.259 -2.286 0.589 0.880
C -1.559 -3.630 0.420 -1.015
C -1.784 -4.107 -0.860 -0.203
C -1.712 -3.230 -1.931 -0.892
C -1.411 -1.901 -1.679 -0.028
N -1.197 -1.434 -0.455 0.131
H -1.934 3.344 1.007 0.392
H -2.410 5.967 3.261 0.406
H -1.594 5.826 5.597 0.378
H -0.483 3.757 6.403 0.375
H -0.230 1.835 4.845 0.445
H -1.355 -2.135 2.844 0.421
H -1.598 -4.283 1.281 0.410
H -2.009 -5.154 -1.020 0.393
H -1.877 -3.560 -2.946 0.390
H -1.324 -1.180 -2.482 0.453
O 2.647 -1.921 -1.707 -0.765
C 1.893 -1.093 -1.211 0.275
O 1.256 -1.161 -0.107 -0.464
C 1.629 0.190 -1.995 0.646
C 2.514 0.619 -3.012 -0.922
C 2.296 1.827 -3.591 -0.964
C 1.159 2.595 -3.225 1.402
C 0.878 3.866 -3.784 -0.641
C -0.236 4.556 -3.410 -0.717
C -1.133 3.997 -2.467 -0.467
C -0.879 2.783 -1.901 -0.658
C 0.288 2.069 -2.257 0.103
N 0.575 0.883 -1.634 0.667
H 3.353 -0.018 -3.250 0.542
H 2.977 2.220 -4.337 0.390
H 1.571 4.284 -4.504 0.370
H -0.435 5.536 -3.823 0.373
H -2.014 4.552 -2.172 0.400
H -1.539 2.361 -1.157 0.280
Se 2.232 1.485 1.013 -0.133
C 2.393 3.239 0.331 -0.032
C 1.335 4.145 0.194 -0.252
C 1.551 5.397 -0.351 -0.442
N 2.732 5.854 -0.779 -0.723
C 3.746 4.992 -0.643 -0.364
C 3.633 3.719 -0.117 -0.496
H 0.345 3.859 0.507 0.828
H 0.713 6.082 -0.449 0.426
H 4.716 5.342 -0.986 0.337
H 4.505 3.079 -0.058 0.379
```

The LUMO energy (alpha / beta) comes out at 2.18 / 2.14 eV. As for the charge: -1. The value obtained for the frontier orbital gap (alpha / beta) is 6.00 / 5.95 eV. As for the highest occupied orbital energy (alpha / beta): -0.14042 / -0.14005 Ha. As for the total energy: -5319.04447 Ha.

Here is one molecule with the formula C8H5O2P at a distorted geometry from the OMol25 dataset. Energies are from wB97M-V/def2-TZVPD.

XYZ file:
```
16
Properties=species:S:1:pos:R:3:mulliken_charge:R:1
O 0.623 -2.305 1.858 -0.413
C 0.139 -1.367 1.339 0.398
P 0.126 0.408 1.861 -0.045
C 0.808 1.544 0.374 0.457
O 1.839 2.108 0.564 -0.515
C -0.032 1.243 -0.750 0.130
C -1.410 0.920 -0.512 -0.423
C -1.733 -0.384 -0.306 -0.284
C -0.681 -1.342 -0.327 0.021
C 0.394 -1.065 -1.197 -0.431
C 0.706 0.245 -1.468 -0.476
H 1.393 0.316 2.452 0.092
H -2.134 1.706 -0.373 0.352
H -2.735 -0.678 -0.034 0.357
H 1.063 -1.847 -1.517 0.371
H 1.631 0.498 -1.963 0.410
```

The LUMO energy (alpha / beta) comes out at -1.20 / -1.37 eV. The structure (SMILES) is O=c1[pH]c(=O)c2ccc1cc2. As for the charge: 0. The value obtained for the frontier orbital gap (alpha / beta) is 7.25 / 7.33 eV. As for the highest occupied orbital energy (alpha / beta): -0.31048 / -0.31956 Ha. As for the total energy: -799.47292 Ha. The value obtained for the energy above the lowest of the compared OMol25 structures with the same formula, charge and spin is 0.0 kJ/mol.

Q: charge of number 4 (C2H7OPS)?
A: 0